Here is a structure of composition C3H2FO2Y in a non-equilibrium geometry from the OMol25 dataset. Energies are from ωB97M-V/def2-TZVPD.

Output
* lowest unoccupied orbital energy (alpha / beta): -11.08 / -11.08 eV
* HOMO (alpha / beta): -18.0558 / -18.0552 eV
* E_tot: -403.471428 Eh
* charge: +2
* energy relative to the best compared isomer or geometry (same formula, charge and spin): 0.0 kcal/mol
* orbital gap (alpha / beta): 6.973 / 6.973 eV

XYZ file:
```
9
Properties=species:S:1:pos:R:3:mulliken_charge:R:1
F 1.0073 0.7038 -2.2704 -0.122
O -0.8943 -0.6933 1.7074 -0.594
O -0.1332 -1.3113 -0.7504 -0.720
C -0.2519 0.1750 1.0884 0.281
C 0.4843 0.8876 -1.0680 -0.029
C 0.2827 -0.1545 -0.2245 0.494
H -0.1964 1.2057 1.4712 0.370
H 0.8735 1.8031 -0.5770 0.311
Y -1.1720 -2.6161 0.6232 2.009
```

Here is a structure of composition C13H28NO4P in a non-equilibrium geometry from the OMol25 dataset. Energies are from ωB97M-V/def2-TZVPD.

Output
* lowest unoccupied orbital energy: 0.75 eV
* HOMO: -7.9733 eV
* E_tot: -1208.793542 Eh
* charge: 0
* energy relative to the best compared isomer or geometry (same formula, charge and spin): 309.0 kcal/mol
* orbital gap: 8.725 eV

XYZ file:
```
47
Properties=species:S:1:pos:R:3:mulliken_charge:R:1
C -3.1750 -3.1434 1.3781 -1.346
C -2.8518 -2.2921 0.0513 -0.267
C -1.5728 -2.5624 -0.7330 -0.851
C -0.3959 -2.2389 -0.0374 -0.349
H 0.4317 -2.7913 -0.7078 0.170
H -0.4740 -2.6330 1.0786 0.235
O -0.4293 -0.9184 0.2080 -0.467
P 0.2524 -0.0017 -1.3734 1.011
O 0.7911 -0.9251 -2.3300 -0.809
O 1.3986 0.9495 -0.6427 -0.211
C 2.6657 0.7956 -0.6065 -0.619
C 2.9269 -0.2192 0.4543 -0.486
C 4.5034 -0.9799 0.4630 -0.843
C 5.5031 0.4054 0.8919 -1.359
H 6.4742 -0.1097 0.8212 0.386
H 5.1629 0.7970 1.9076 0.303
H 5.5262 0.8843 0.1017 0.563
H 4.5407 -1.6143 1.4327 0.287
H 4.8189 -1.1603 -0.4458 0.540
H 2.3356 -1.1318 0.6026 0.149
H 2.7524 0.2080 1.3934 0.471
H 2.8303 0.1710 -1.4068 0.383
H 3.2902 1.6404 -0.5174 0.452
H -1.8030 -2.1377 -1.5209 0.664
H -1.6894 -3.5649 -1.0842 0.489
H -3.7766 -2.3802 -0.6250 0.438
H -2.9439 -1.4178 0.3460 -0.089
H -4.1253 -2.7123 1.7442 0.393
H -3.3490 -4.2327 1.1350 0.291
H -2.3895 -3.0449 2.0847 0.360
C -1.0111 1.2229 -2.0221 -1.040
N -1.7601 2.1048 -1.4004 -0.032
C -0.9278 3.2529 -0.6684 -0.855
H -0.0697 3.2325 -1.2905 0.562
C -0.6400 2.9059 0.7879 -0.178
H -0.1171 4.0695 1.2571 0.194
O -1.7366 2.7031 1.3744 -0.335
C -2.4011 1.5583 1.3171 -0.123
C -2.8435 1.7855 -0.3916 -1.339
H -3.4089 0.9657 -0.7052 0.561
H -3.4769 2.4814 -0.2807 0.615
H -3.4110 1.4431 1.9249 0.325
H -1.8120 0.6405 1.1591 0.147
H 0.0465 1.9917 0.8915 0.244
H -1.6829 4.1772 -0.8293 0.288
H -1.5899 0.3597 -2.4319 0.466
H -0.3869 1.4660 -2.7555 0.613
```

Here is a cluster of 3 separate species, C17H23ClN2O7P in total from the OMol25 dataset. Energies are from ωB97M-V/def2-TZVPD.

Output
* lowest unoccupied orbital energy: -4.37 eV
* HOMO: -11.7435 eV
* E_tot: -2099.116734 Eh
* charge: +1
* orbital gap: 7.371 eV

XYZ file:
```
51
Properties=species:S:1:pos:R:3:mulliken_charge:R:1
C 6.9432 -0.5576 0.8642 -1.302
C 5.7444 -0.1351 0.0684 0.656
N 5.4678 1.0451 -0.2880 -0.652
C 4.7730 -1.1969 -0.3855 -0.581
O 3.6278 -1.1477 0.4989 -0.175
C 2.8167 -2.2163 0.4573 -0.088
O 3.0743 -3.3247 0.8128 -0.461
C 1.4590 -1.8730 -0.0998 0.581
C 1.1102 -2.3421 -1.3550 -0.495
C -0.1480 -2.0675 -1.8503 -0.375
N -0.9965 -1.3481 -1.1166 0.260
C -0.7039 -0.8514 0.1008 0.136
P -2.0105 0.1348 0.9229 0.408
O -1.7410 1.5826 0.9555 -0.588
C 0.5408 -1.1175 0.6400 0.627
Cl 0.9438 -0.5556 2.1914 -0.126
H 6.8306 -1.5394 1.3144 0.340
H 7.1309 0.1647 1.6551 0.397
H 7.8218 -0.5721 0.2208 0.328
H 6.1541 1.7092 0.0696 0.276
H 5.2195 -2.1884 -0.3449 0.416
H 4.4626 -0.9730 -1.4051 0.293
H 1.7977 -2.9454 -1.9267 0.530
H -0.5060 -2.4191 -2.8030 0.462
H -1.9533 -1.2150 -1.4750 0.033
H -3.1316 -0.2575 0.1899 0.049
H -2.1136 -0.5010 2.1651 0.163
O -0.2910 1.6021 5.1776 -0.577
C -0.6363 2.7014 4.8448 0.467
O -1.2033 3.5742 5.7003 -0.360
C -1.6170 4.7636 4.9990 -0.425
C -0.7640 4.8026 3.7338 -0.589
C -0.5553 3.3130 3.4623 -0.019
H -2.6821 4.6718 4.7778 0.241
H -1.4659 5.6154 5.6562 0.344
H -1.2339 5.3488 2.9194 0.322
H 0.1938 5.2768 3.9505 0.285
H -1.3521 2.8808 2.8581 0.050
H 0.4025 3.0819 3.0046 0.284
O -3.8100 -1.5519 -1.6868 -0.688
C -3.9564 -1.6038 -2.8866 0.589
O -2.8991 -1.4678 -3.7075 -0.418
C -3.3407 -1.4594 -5.0959 -0.463
C -4.6911 -2.1650 -5.0689 -0.483
C -5.2206 -1.7903 -3.6814 -0.516
H -3.4117 -0.4200 -5.4150 0.269
H -2.5900 -1.9657 -5.6950 0.332
H -5.3378 -1.8645 -5.8882 0.348
H -4.5470 -3.2436 -5.1289 0.274
H -5.7588 -0.8406 -3.6827 0.282
H -5.8459 -2.5519 -3.2247 0.338
```